Run 1
The following is a quantum chemistry calculation of a molecular structure, C3H6O2, from the OMol25 dataset.

```
11
C3H6O2 | the OMol25 dataset | ωB97M-V with the def2-TZVPD basis set
O -1.87 -0.06 0.67
C -1.11 -0.04 -0.53
O -1.48 0.44 -1.63
C 0.22 -0.74 -0.24
C 1.08 0.32 0.41
H -1.37 0.89 0.19
H 0.00 -1.47 0.53
H 0.56 -1.14 -1.14
H 1.36 1.05 -0.35
H 0.55 0.77 1.27
H 2.06 0.00 0.83
```

Output
E_HOMO, eV: -10.872
Spin multiplicity: 1
Kohn-Sham gap, eV: 10.95
Molar mass, g/mol: 74.08
E_LUMO, Ha: 0.003

Run 2
The following is a quantum chemistry calculation of a single C3H6O2 molecule, from the OMol25 dataset.

```
11
C3H6O2 | the OMol25 dataset | ωB97M-V with the def2-TZVPD basis set
C 0.05 -0.34 -0.76
C 0.90 0.63 -0.04
C -0.83 -0.37 0.42
O 2.07 0.29 0.53
O -1.95 0.49 0.42
H -0.30 0.25 -1.52
H 0.47 -1.35 -1.00
H 0.51 1.66 0.28
H -0.60 -0.65 1.35
H 2.30 -0.62 0.35
H -2.62 -0.01 -0.03
```

Output
E_HOMO, eV: -6.950
Spin multiplicity: 1
Kohn-Sham gap, eV: 7.83
Molar mass, g/mol: 74.08
E_LUMO, Ha: 0.032

Last place for stability: run 2

Run 1
The following is a quantum chemistry calculation of a single C3H6O2 molecule, from the OMol25 dataset.

```
11
C3H6O2 | the OMol25 dataset | ωB97M-V with the def2-TZVPD basis set
O 2.31 -0.65 -0.22
C 1.45 -0.29 0.41
C 0.28 0.52 -0.20
C -1.28 0.25 0.08
O -1.41 -1.21 0.06
H 1.34 -0.56 1.41
H 0.44 0.39 -1.25
H 0.77 1.48 0.18
H -1.14 0.69 1.00
H -1.84 0.84 -0.53
H -0.94 -1.47 -0.93
```

Output
E_HOMO, eV: -9.725
SMILES: O=CCCO
Spin multiplicity: 1
Kohn-Sham gap, eV: 10.48
Molar mass, g/mol: 74.08
E_LUMO, Ha: 0.028

Run 2
The following is a quantum chemistry calculation of 2 unconnected molecules or ions with the total composition C3H6O2, from the OMol25 dataset.

```
11
C3H6O2 | the OMol25 dataset | ωB97M-V with the def2-TZVPD basis set
O -1.33 0.85 0.30
C -0.39 0.53 -0.65
C 0.93 0.79 -0.50
C -0.09 -1.47 -0.04
O -0.19 -1.42 1.28
H -0.94 1.48 0.91
H -0.83 0.30 -1.61
H 1.35 1.10 0.46
H 1.61 0.71 -1.34
H 0.94 -1.84 -0.25
H -1.06 -1.03 1.45
```

Output
E_HOMO, eV: -7.868
Spin multiplicity: 1
Kohn-Sham gap, eV: 8.67
Molar mass, g/mol: 74.08
E_LUMO, Ha: 0.030

Last place for stability: run 2

Run 1
The following is a quantum chemistry calculation of 2 unconnected molecules or ions with the total composition C3H6O2, from the OMol25 dataset.

```
11
C3H6O2 | the OMol25 dataset | ωB97M-V with the def2-TZVPD basis set
O -0.06 -1.79 0.54
C -0.16 -1.20 1.57
O -0.29 0.15 1.67
H -0.14 -1.68 2.55
H 0.33 0.56 1.04
C 0.09 0.79 -2.23
C 0.40 1.90 -1.58
H 0.87 0.14 -2.62
H -0.94 0.52 -2.40
H 1.42 2.17 -1.32
H -0.36 2.57 -1.19
```

Output
E_HOMO, eV: -10.349
SMILES: O=CO.C=C
Spin multiplicity: 1
Kohn-Sham gap, eV: 11.24
Molar mass, g/mol: 74.08
E_LUMO, Ha: 0.033

Run 2
The following is a quantum chemistry calculation of 2 unconnected molecules or ions with the total composition C3H6O2, from the OMol25 dataset.

```
11
C3H6O2 | the OMol25 dataset | ωB97M-V with the def2-TZVPD basis set
O -1.05 -0.09 -1.34
C -1.17 -0.99 -0.54
O -0.84 -2.29 -0.77
H -1.75 -0.93 0.40
H -0.59 -2.50 -1.68
C 0.54 0.80 1.12
C 1.12 1.51 0.12
H 1.34 0.31 1.84
H -0.49 0.46 1.25
H 2.17 1.69 0.38
H 0.73 2.03 -0.78
```

Output
E_HOMO, eV: -9.949
SMILES: O=CO.C=C
Spin multiplicity: 1
Kohn-Sham gap, eV: 10.77
Molar mass, g/mol: 74.08
E_LUMO, Ha: 0.030

Last place for stability: run 2

Run 1
The following is a quantum chemistry calculation of 13 unconnected molecules or ions with the total composition H26O13, from the OMol25 dataset.

```
39
H26O13 | the OMol25 dataset | ωB97M-V with the def2-TZVPD basis set
H 0.71 -0.87 0.04
H -0.80 -0.76 0.14
H -0.11 4.19 1.04
H 0.72 3.34 1.98
H 1.53 2.90 -0.58
H 0.86 1.80 -1.38
H -2.06 -0.52 1.26
H -2.70 -1.58 2.15
H 3.10 -2.00 0.52
H 3.11 -1.54 -0.93
H -3.06 -0.84 -2.49
H -3.91 -0.14 -1.44
H 4.78 1.02 -0.34
H 3.49 0.24 -0.58
H 1.26 -0.31 1.96
H 0.91 -1.65 2.59
H -3.19 3.01 -0.54
H -2.11 3.02 0.54
H -5.53 -3.12 -1.48
H -4.11 -2.63 -1.26
H -1.32 -3.25 1.88
H 0.09 -2.85 1.47
H -1.48 1.57 -0.86
H -0.41 0.49 -0.85
H 4.15 -0.53 -2.11
H 4.97 -0.38 -3.38
O 0.01 -0.62 0.65
O -0.06 3.91 1.96
O 0.72 2.70 -1.07
O -1.91 -1.03 2.07
O 3.14 -2.33 -0.39
O -3.46 0.01 -2.28
O 4.34 0.19 -0.12
O 1.49 -0.89 2.70
O -2.53 3.58 -0.13
O -4.96 -2.36 -1.62
O -0.60 -3.50 1.28
O -1.09 0.90 -0.29
O 5.05 -0.39 -2.42
```

Output
E_HOMO, eV: -11.236
Spin multiplicity: 1
Kohn-Sham gap, eV: 10.21
Molar mass, g/mol: 234.19
E_LUMO, Ha: -0.038

Run 2
The following is a quantum chemistry calculation of 13 unconnected molecules or ions with the total composition H26O13, from the OMol25 dataset.

```
39
H26O13 | the OMol25 dataset | ωB97M-V with the def2-TZVPD basis set
O 0.20 2.26 -1.74
H 0.64 2.27 -2.59
H 0.39 1.40 -1.36
O 0.52 -0.57 2.62
H 1.11 -0.36 3.36
H 0.97 -1.02 1.92
O 1.06 1.98 1.65
H 0.77 1.03 1.70
H 1.53 2.11 2.43
O 0.49 -2.79 -1.24
H 1.11 -2.97 -0.53
H -0.29 -2.66 -0.72
O 3.16 -1.02 -1.88
H 3.04 -0.39 -1.14
H 3.73 -1.58 -1.37
O 3.16 1.06 0.01
H 2.41 1.53 0.39
H 3.55 1.86 -0.37
O -1.44 0.47 -2.86
H -2.24 0.92 -3.28
H -1.00 1.08 -2.24
O -1.25 -2.80 0.86
H -1.00 -3.08 1.75
H -2.19 -2.79 1.07
O 0.10 -1.56 -3.92
H -0.41 -0.89 -3.43
H -0.46 -1.43 -4.74
O -2.53 0.34 0.50
H -2.53 0.18 1.44
H -2.57 1.32 0.43
O 0.26 -0.02 -0.27
H -0.68 -0.01 -0.04
H 0.44 -0.72 -0.91
O -1.55 2.77 1.30
H -2.12 2.78 2.06
H -0.67 2.42 1.54
O -2.07 -0.05 3.10
H -1.17 -0.30 2.83
H -2.47 -0.73 3.67
```

Output
E_HOMO, eV: -9.692
Spin multiplicity: 1
Kohn-Sham gap, eV: 9.18
Molar mass, g/mol: 234.20
E_LUMO, Ha: -0.019

Run 3
The following is a quantum chemistry calculation of a molecular structure, H26O13, from the OMol25 dataset.

```
39
H26O13 | the OMol25 dataset | ωB97M-V with the def2-TZVPD basis set
H -0.57 0.02 0.47
H 0.87 0.29 0.06
H 1.57 -0.86 2.30
H 2.51 0.16 2.92
H 3.63 -1.38 -1.55
H 4.14 -2.71 -2.10
H -0.85 -2.42 -0.06
H -0.84 -3.71 0.74
H -3.65 3.28 0.61
H -4.09 2.00 1.30
H 0.99 2.18 -1.50
H 0.79 2.94 -2.79
H -0.70 -1.11 3.73
H -1.38 0.23 3.94
H -3.66 -1.66 -1.55
H -4.13 -2.79 -2.45
H 0.89 3.49 0.55
H 0.74 2.20 1.33
H -2.69 -2.81 0.09
H -3.13 -1.41 0.47
H -1.62 3.55 -1.65
H -0.71 2.38 -1.29
H 2.56 1.25 -1.18
H 3.62 0.38 -0.52
H 1.62 -1.76 0.64
H 2.80 -2.16 -0.23
O 0.16 -0.35 -0.05
O 1.58 -0.09 2.89
O 3.34 -2.17 -2.04
O -0.63 -3.35 -0.13
O -3.99 2.39 0.43
O 0.77 3.05 -1.84
O -0.92 -0.29 3.27
O -3.37 -2.50 -1.93
O 1.36 2.92 1.16
O -2.42 -1.89 0.03
O -0.89 3.02 -1.99
O 2.73 0.73 -0.38
O 2.44 -1.42 0.27
```

Output
E_HOMO, eV: -7.418
Spin multiplicity: 1
Kohn-Sham gap, eV: 7.39
Molar mass, g/mol: 234.19
E_LUMO, Ha: -0.001

Last place for stability: run 3

Run 1
The following is a quantum chemistry calculation of 13 unconnected molecules or ions with the total composition H26O13, from the OMol25 dataset.

```
39
H26O13 | the OMol25 dataset | ωB97M-V with the def2-TZVPD basis set
H 0.16 -0.40 -1.19
H 1.03 -0.66 -0.09
H -3.43 -0.34 0.74
H -2.82 -1.74 0.74
H 5.20 -0.81 1.19
H 5.56 -1.11 -0.26
H -1.00 1.22 3.11
H -0.54 2.61 3.69
H 2.44 0.79 -4.47
H 2.43 0.18 -3.00
H 1.74 1.81 2.51
H 3.17 1.69 3.20
H -1.70 -1.43 -1.49
H -1.52 -1.51 -2.89
H -0.46 3.77 -2.60
H -0.85 5.27 -2.64
H -0.91 3.27 0.78
H -1.20 2.68 -0.54
H -2.95 0.09 2.74
H -2.96 -1.17 3.40
H -0.74 0.73 -3.33
H 0.04 1.48 -2.27
H -1.74 -4.83 2.44
H -0.95 -4.29 1.11
H 0.65 -3.59 0.69
H 0.57 -4.01 -0.63
O 0.07 -0.71 -0.34
O -2.59 -0.85 0.63
O 4.93 -1.33 0.42
O -0.98 2.23 2.95
O 2.08 0.15 -3.91
O 2.67 1.85 2.31
O -1.01 -1.31 -2.16
O -0.19 4.69 -2.39
O -0.47 3.20 -0.16
O -2.85 -0.79 2.51
O -0.39 0.55 -2.46
O -1.49 -4.03 1.84
O 1.01 -3.37 -0.16
```

Output
E_HOMO, eV: -8.873
Spin multiplicity: 1
Kohn-Sham gap, eV: 9.09
Molar mass, g/mol: 234.19
E_LUMO, Ha: 0.008

Run 2
The following is a quantum chemistry calculation of 13 unconnected molecules or ions with the total composition H26O13, from the OMol25 dataset.

```
39
H26O13 | the OMol25 dataset | ωB97M-V with the def2-TZVPD basis set
H -0.39 0.48 1.04
H 0.07 0.35 -0.40
H -0.03 -0.91 -1.50
H 0.53 -2.31 -1.33
H 0.62 2.70 -1.65
H 1.89 1.87 -1.65
H -1.69 -2.63 -1.54
H -2.77 -1.71 -2.09
H -1.51 3.16 -0.53
H -2.91 3.31 0.05
H 1.37 2.34 4.14
H 0.12 2.90 4.81
H 2.93 -1.47 1.39
H 2.34 -0.35 0.56
H -0.71 -2.11 -3.59
H -1.14 -3.30 -4.43
H 0.49 -1.98 3.65
H 1.08 -0.83 2.85
H 1.93 -3.62 -0.37
H 0.95 -4.55 -1.06
H -0.62 3.55 3.17
H -0.84 4.81 2.35
H -1.65 0.19 3.04
H -2.15 1.28 2.11
H 0.32 -1.32 -4.70
H 1.30 -0.29 -4.13
O -0.21 -0.17 0.35
O 0.49 -1.58 -1.96
O 1.57 2.77 -1.78
O -2.53 -2.22 -1.31
O -2.05 2.89 0.22
O 0.88 3.16 4.28
O 2.66 -0.55 1.45
O -1.07 -2.33 -4.45
O 1.20 -1.77 3.03
O 1.89 -4.43 -0.89
O -1.18 3.92 2.48
O -1.58 1.13 2.87
O 0.40 -0.38 -4.46
```

Output
E_HOMO, eV: -10.651
Spin multiplicity: 1
Kohn-Sham gap, eV: 10.29
Molar mass, g/mol: 234.19
E_LUMO, Ha: -0.013

Last place for stability: run 1

Run 1
The following is a quantum chemistry calculation of 13 unconnected molecules or ions with the total composition H26O13, from the OMol25 dataset.

```
39
H26O13 | the OMol25 dataset | ωB97M-V with the def2-TZVPD basis set
O -2.24 0.93 -1.76
H -2.70 0.78 -2.58
H -2.37 1.90 -1.71
O 0.27 2.52 -2.38
H 0.02 3.41 -2.06
H -0.32 1.88 -1.91
O -3.72 -1.88 -1.97
H -3.11 -1.50 -1.31
H -4.55 -2.16 -1.57
O -0.75 -3.35 -0.70
H -0.67 -2.64 -1.37
H -0.38 -3.06 0.12
O 0.91 0.21 3.81
H 1.02 0.23 2.83
H 0.05 0.45 4.14
O 1.59 -1.55 -2.18
H 1.31 -1.61 -3.06
H 1.04 -0.93 -1.69
O 1.70 2.33 1.41
H 2.03 1.57 0.94
H 2.00 2.31 2.31
O 2.96 1.77 -1.76
H 3.20 2.61 -1.38
H 2.02 1.71 -1.67
O 0.15 -1.96 1.35
H 1.07 -2.22 1.54
H -0.29 -2.03 2.18
O -2.42 -1.14 0.23
H -1.56 -1.34 0.62
H -2.94 -0.76 0.92
O -1.04 1.22 1.70
H -1.84 1.68 1.36
H -0.32 1.51 1.17
O 2.88 -0.20 1.82
H 3.50 -0.24 1.14
H 3.44 0.02 2.58
O 0.33 0.03 -0.56
H 0.36 -0.53 0.24
H -0.62 0.02 -0.78
```

Output
E_HOMO, eV: -10.217
Spin multiplicity: 1
Kohn-Sham gap, eV: 10.01
Molar mass, g/mol: 234.20
E_LUMO, Ha: -0.008

Run 2
The following is a quantum chemistry calculation of 13 unconnected molecules or ions with the total composition H26O13, from the OMol25 dataset.

```
39
H26O13 | the OMol25 dataset | ωB97M-V with the def2-TZVPD basis set
O 17.57 -8.63 -13.38
H 16.64 -8.59 -13.26
H 17.71 -8.03 -14.14
O 17.48 -12.27 -17.83
H 17.06 -11.46 -18.19
H 18.01 -11.97 -17.09
O 13.04 -11.53 -12.06
H 12.27 -11.04 -11.78
H 13.65 -10.92 -12.39
O 14.77 -12.40 -16.74
H 14.39 -13.28 -16.88
H 15.73 -12.60 -16.68
O 14.20 -13.70 -14.00
H 14.91 -13.02 -14.01
H 14.54 -14.30 -14.68
O 15.75 -11.59 -14.03
H 16.32 -11.27 -13.38
H 16.34 -11.98 -14.69
O 15.87 -9.96 -16.96
H 15.22 -10.63 -16.70
H 15.62 -9.74 -17.87
O 13.77 -10.06 -15.11
H 13.07 -10.71 -15.14
H 14.56 -10.46 -14.69
O 15.37 -13.26 -11.10
H 15.52 -12.39 -10.75
H 14.63 -13.13 -11.64
O 17.33 -10.90 -11.80
H 17.61 -10.10 -12.24
H 17.89 -11.59 -12.12
O 18.31 -11.08 -15.49
H 17.89 -10.27 -15.79
H 18.70 -10.94 -14.64
O 14.71 -9.31 -12.26
H 14.28 -8.48 -12.07
H 15.27 -9.45 -11.48
O 17.30 -13.70 -15.28
H 18.15 -13.79 -15.70
H 17.37 -14.26 -14.50
```

Output
E_HOMO, eV: -10.126
Spin multiplicity: 1
Kohn-Sham gap, eV: 9.97
Molar mass, g/mol: 234.20
E_LUMO, Ha: -0.006

Run 3
The following is a quantum chemistry calculation of a molecular structure, H26O13, from the OMol25 dataset.

```
39
H26O13 | the OMol25 dataset | ωB97M-V with the def2-TZVPD basis set
O 0.07 0.32 0.38
H 0.48 -0.45 -0.01
H -0.81 0.03 0.62
O 2.12 0.29 1.51
H 2.46 -0.22 0.77
H 2.19 1.20 1.23
O 2.67 -1.17 0.07
H 3.62 -1.20 -0.05
H 2.36 -0.56 -0.60
O 0.23 2.60 0.91
H 0.79 1.83 0.85
H -0.48 2.42 0.29
O -1.80 2.43 0.05
H -2.71 2.36 -0.21
H -1.56 1.54 0.33
O -0.02 0.27 -2.42
H 0.43 -0.09 -3.18
H 0.31 -0.25 -1.68
O -1.73 -1.15 -0.12
H -2.23 -1.16 0.70
H -2.04 -0.37 -0.58
O -0.30 -2.80 -0.05
H -0.80 -2.15 0.43
H -0.03 -3.44 0.62
O -1.69 0.41 1.42
H -1.58 -0.03 2.27
H -2.52 0.88 1.50
O 2.18 0.51 -1.19
H 1.43 0.59 -1.78
H 2.07 1.23 -0.56
O 0.73 -1.44 -1.38
H 0.34 -1.78 -0.57
H 1.29 -2.15 -1.69
O 0.37 -0.55 2.58
H -0.49 -0.17 2.74
H 0.77 0.02 1.93
O -2.30 0.60 -1.45
H -1.34 0.60 -1.40
H -2.48 0.99 -2.31
```

Output
E_HOMO, eV: -9.599
Spin multiplicity: 1
Kohn-Sham gap, eV: 9.49
Molar mass, g/mol: 234.20
E_LUMO, Ha: -0.004

Run 4
The following is a quantum chemistry calculation of 13 unconnected molecules or ions with the total composition H26O13, from the OMol25 dataset.

```
39
H26O13 | the OMol25 dataset | ωB97M-V with the def2-TZVPD basis set
O -1.69 -1.84 2.27
H -1.57 -2.70 1.85
H -2.28 -2.02 3.02
O -2.89 0.44 0.77
H -3.76 0.18 1.07
H -2.29 -0.25 1.12
O -2.38 0.48 -2.13
H -2.03 -0.23 -1.57
H -2.64 0.03 -2.95
O 0.71 3.65 -0.01
H -0.12 3.17 -0.03
H 1.36 2.99 0.27
O 2.07 2.05 2.04
H 1.23 2.06 2.50
H 2.13 1.16 1.67
O 2.20 0.52 -2.49
H 2.54 1.43 -2.53
H 2.99 -0.04 -2.52
O 0.02 0.24 3.22
H -0.75 -0.34 3.09
H 0.56 -0.21 3.88
O -1.20 -1.92 -0.88
H -1.90 -2.57 -1.04
H -0.39 -2.35 -1.22
O -1.37 2.42 1.63
H -0.90 2.06 2.38
H -2.05 1.74 1.42
O 0.83 -0.05 0.15
H -0.10 -0.23 0.31
H 0.85 0.35 -0.72
O 2.35 -2.12 1.69
H 3.17 -1.61 1.67
H 1.70 -1.53 1.28
O 0.45 1.18 -4.39
H 1.09 1.01 -3.66
H -0.05 0.36 -4.48
O 1.22 -2.71 -1.93
H 1.78 -3.06 -2.62
H 1.12 -1.77 -2.15
```

Output
E_HOMO, eV: -9.704
Spin multiplicity: 1
Kohn-Sham gap, eV: 9.24
Molar mass, g/mol: 234.20
E_LUMO, Ha: -0.017

Last place for stability: run 3